1.
This record from the OMol25 dataset describes a structure of composition C47H45BN11P2Se2Tl. The level of theory is ωB97M-V with the def2-TZVPD basis set.

Values from the calculation:
energy above the lowest of the compared OMol25 structures with the same formula, charge and spin: 18.1 kcal per mole
orbital gap (alpha / beta): 7.669 / 4.732 eV
⟨S²⟩: 0.754
DFT total energy: -220496.32815 eV

```
! wB97M-V def2-TZVPD RIJCOSX def2/J DEFGRID3
* xyz 1 2
Tl -1.229 1.232 -0.023
C -2.820 1.631 3.332
C -1.497 2.141 3.676
C -0.982 2.792 2.612
C -1.943 2.695 1.499
C -3.110 1.979 2.060
H -3.456 1.066 3.996
H -1.014 2.004 4.632
H -0.034 3.305 2.560
H -2.103 3.545 0.842
H -4.020 1.787 1.511
C -3.468 -1.461 0.711
C -3.550 -0.937 -0.684
C -4.259 -1.447 -1.771
C -3.974 -0.588 -2.808
N -3.152 0.378 -2.377
N -2.901 0.163 -1.066
B -2.809 1.592 -3.318
N -1.546 2.444 -2.944
C -0.914 3.205 -3.849
C -0.107 4.108 -3.190
C -0.301 3.830 -1.836
C 0.288 4.500 -0.636
N -1.185 2.841 -1.706
N -4.023 2.521 -3.310
C -4.514 3.409 -4.207
C -5.424 4.206 -3.562
C -5.415 3.748 -2.228
C -6.208 4.251 -1.065
N -4.564 2.748 -2.081
N -2.495 0.983 -4.673
C -3.233 0.815 -5.797
C -2.521 0.011 -6.649
C -1.334 -0.293 -5.944
C -0.175 -1.127 -6.387
N -1.330 0.284 -4.758
H -2.971 -2.432 0.728
H -4.469 -1.594 1.123
H -2.927 -0.786 1.375
H -4.899 -2.310 -1.789
H -4.323 -0.593 -3.827
H -1.088 3.064 -4.902
H 0.529 4.860 -3.623
H 1.176 5.064 -0.914
H 0.575 3.780 0.134
H -0.426 5.196 -0.193
H -4.173 3.436 -5.227
H -6.016 5.000 -3.985
H -7.279 4.142 -1.238
H -6.011 5.308 -0.883
H -5.946 3.692 -0.168
H -4.212 1.247 -5.904
H -2.813 -0.319 -7.631
H 0.424 -0.603 -7.134
H -0.513 -2.063 -6.832
H 0.465 -1.355 -5.536
Se 3.567 -3.990 0.978
P 2.320 -3.291 2.632
C 1.329 -4.726 3.007
C 0.158 -4.952 2.280
C -0.589 -6.086 2.539
C -0.168 -6.990 3.508
C 1.004 -6.772 4.217
C 1.764 -5.640 3.965
C 3.270 -2.812 4.069
C 4.621 -2.499 3.947
C 5.319 -2.029 5.049
C 4.667 -1.876 6.264
C 3.317 -2.185 6.383
C 2.609 -2.649 5.288
C 1.228 -1.960 2.199
C 1.014 -1.049 1.176
N -0.145 -0.434 1.479
N -0.624 -0.934 2.612
N 0.178 -1.861 3.058
P 1.847 -0.311 -0.220
Se 0.496 -0.095 -1.863
C 2.462 1.280 0.381
C 3.055 2.147 -0.539
C 3.617 3.331 -0.100
C 3.575 3.666 1.250
C 2.966 2.818 2.161
C 2.412 1.618 1.731
C 3.344 -1.232 -0.615
C 4.412 -1.200 0.294
C 5.620 -1.806 -0.035
C 5.761 -2.442 -1.263
C 4.704 -2.467 -2.161
C 3.497 -1.854 -1.846
H -0.173 -4.240 1.535
H -1.504 -6.264 1.991
H -0.761 -7.872 3.712
H 1.328 -7.480 4.966
H 2.681 -5.470 4.513
H 5.134 -2.646 3.004
H 6.371 -1.794 4.962
H 5.212 -1.516 7.126
H 2.813 -2.060 7.331
H 1.550 -2.861 5.371
H 3.065 1.896 -1.594
H 4.080 4.001 -0.812
H 4.007 4.598 1.588
H 2.916 3.086 3.208
H 1.930 0.962 2.445
H 4.319 -0.655 1.227
H 6.448 -1.773 0.661
H 6.702 -2.906 -1.523
H 4.820 -2.957 -3.119
H 2.675 -1.865 -2.551
*
```

=====

2.
This record from the OMol25 dataset describes a structure of composition C47H45ClN7NiO4S4. The level of theory is ωB97M-V with the def2-TZVPD basis set.

Values from the calculation:
energy above the lowest of the compared OMol25 structures with the same formula, charge and spin: 11.2 kcal per mole
orbital gap (alpha / beta): 8.201 / 8.275 eV
⟨S²⟩: 2.005
DFT total energy: -164984.37015 eV

```
! wB97M-V def2-TZVPD RIJCOSX def2/J DEFGRID3
* xyz 1 3
Ni -1.023 -0.151 -1.041
N -1.148 0.308 0.832
S -1.002 -0.079 2.220
N 0.479 -0.017 3.060
S 1.745 0.553 2.354
N 2.315 0.098 0.994
S 2.005 0.148 -0.589
N 0.891 -0.569 -1.142
C 3.539 -0.623 -1.228
C 3.416 -1.510 -2.271
C 4.599 -2.131 -2.777
C 5.815 -1.890 -2.184
C 5.908 -1.080 -1.077
C 4.753 -0.414 -0.587
C 2.202 1.868 -0.921
C 1.225 2.746 -0.409
C 1.252 4.128 -0.645
C 2.207 4.650 -1.488
C 3.134 3.827 -2.015
C 3.143 2.451 -1.798
C 1.867 2.378 2.705
C 0.735 3.189 2.906
C 0.955 4.574 3.159
C 2.212 5.067 3.184
C 3.300 4.240 2.972
C 3.161 2.920 2.735
C 2.989 -0.108 3.503
C 2.988 0.200 4.834
C 3.907 -0.357 5.742
C 4.833 -1.307 5.253
C 4.847 -1.654 3.867
C 3.912 -1.047 3.029
C -1.465 -1.745 2.729
C -2.803 -2.051 2.687
C -3.207 -3.316 3.024
C -2.309 -4.298 3.355
C -0.931 -4.041 3.343
C -0.519 -2.715 2.991
C -2.063 1.106 3.101
C -2.314 0.966 4.468
C -3.156 1.880 5.081
C -3.779 2.883 4.347
C -3.483 3.025 3.026
C -2.664 2.110 2.377
H 2.510 -1.805 -2.740
H 4.535 -2.786 -3.624
H 6.694 -2.392 -2.518
H 6.844 -0.845 -0.627
H 4.783 0.302 0.205
H 0.512 2.407 0.250
H 0.555 4.767 -0.235
H 2.223 5.710 -1.755
H 3.886 4.181 -2.710
H 3.883 1.785 -2.232
H -0.286 2.790 2.953
H 0.102 5.123 3.429
H 2.271 6.129 3.393
H 4.311 4.698 2.970
H 4.077 2.292 2.717
H 2.266 0.941 5.198
H 3.801 -0.057 6.761
H 5.590 -1.702 5.839
H 5.570 -2.416 3.479
H 3.809 -1.414 2.033
H -3.561 -1.380 2.442
H -4.272 -3.614 2.991
H -2.685 -5.338 3.579
H -0.319 -4.816 3.761
H 0.507 -2.382 3.132
H -1.851 0.116 4.981
H -3.208 1.882 6.175
H -4.488 3.530 4.810
H -3.877 3.915 2.521
H -2.614 2.222 1.258
N -3.677 -4.831 -1.115
C -2.313 -4.388 -0.865
C -2.308 -2.862 -0.553
O -1.262 -2.276 -0.538
O -3.509 -2.405 -0.369
H -3.854 -5.113 -2.051
H -4.169 -3.194 -0.628
H -3.975 -5.596 -0.613
H -1.728 -4.504 -1.727
H -1.792 -4.934 -0.041
Cl -2.593 3.678 -3.904
C -1.150 3.700 -2.888
C -1.331 2.794 -1.721
O -1.952 3.098 -0.751
O -0.789 1.628 -1.985
H -0.923 4.650 -2.437
H -0.318 3.398 -3.445
N -0.555 0.441 -4.506
C -1.654 -0.392 -4.543
S -2.363 -1.019 -3.133
N -1.995 -0.877 -5.762
C -3.093 -1.662 -6.188
C -3.819 -1.334 -7.323
C -4.899 -2.150 -7.724
C -5.257 -3.242 -7.003
C -4.531 -3.536 -5.845
C -3.452 -2.749 -5.441
H -0.288 0.845 -3.602
H -0.216 0.833 -5.380
H -1.558 -0.358 -6.521
H -3.462 -0.494 -7.889
H -5.556 -1.845 -8.588
H -6.142 -3.879 -7.298
H -4.696 -4.390 -5.212
H -2.858 -3.092 -4.547
*
```

=====

3.
This record from the OMol25 dataset describes a structure of composition C47H45F2IMnN2O2P3S2. The level of theory is ωB97M-V with the def2-TZVPD basis set.

Values from the calculation:
energy above the lowest of the compared OMol25 structures with the same formula, charge and spin: 20.2 kcal per mole
orbital gap (alpha / beta): 2.677 / 5.511 eV
⟨S²⟩: 6.072
DFT total energy: -150942.17358 eV

```
! wB97M-V def2-TZVPD RIJCOSX def2/J DEFGRID3
* xyz -2 5
Mn 1.302 0.673 -2.061
F 1.649 -4.899 -1.801
C 2.267 -3.688 -2.019
C 1.536 -2.519 -1.944
C 2.105 -1.267 -2.192
C 3.503 -1.232 -2.517
C 4.191 -2.455 -2.555
F 5.540 -2.484 -2.805
C 3.615 -3.682 -2.317
C 4.087 0.061 -2.739
C 5.358 0.331 -3.278
C 5.806 1.619 -3.426
C 4.950 2.687 -3.019
C 3.715 2.374 -2.533
N 3.247 1.117 -2.380
H 0.487 -2.626 -1.705
H 4.201 -4.589 -2.360
H 5.982 -0.495 -3.583
H 6.784 1.814 -3.851
H 5.254 3.724 -3.083
H 3.032 3.158 -2.229
C 3.284 1.529 4.700
C 2.803 0.595 3.605
O 2.102 1.305 2.589
P 2.879 1.998 1.328
S 4.479 1.022 0.837
S 1.394 2.359 0.049
O 3.333 3.429 1.974
C 2.341 4.320 2.475
C 2.429 5.634 1.727
H 3.760 0.955 5.500
H 2.447 2.088 5.123
H 4.012 2.234 4.297
H 2.092 -0.135 3.999
H 3.644 0.061 3.157
H 2.529 4.458 3.545
H 1.344 3.888 2.358
H 3.437 6.046 1.797
H 1.722 6.359 2.141
H 2.193 5.469 0.676
C -2.416 -0.505 1.242
N -2.683 -1.357 0.100
C -1.717 -1.485 -0.978
P -1.007 0.046 -1.892
C -2.235 1.353 -1.451
C -3.604 1.135 -1.275
C -4.453 2.172 -0.921
C -3.947 3.454 -0.739
C -2.594 3.689 -0.928
C -1.747 2.647 -1.284
C -1.577 -0.472 -3.580
C -0.750 -1.340 -4.292
C -1.140 -1.832 -5.529
C -2.353 -1.453 -6.085
C -3.171 -0.572 -5.393
C -2.787 -0.089 -4.149
C -3.726 -2.257 0.193
C -3.757 -3.464 -0.528
C -4.829 -4.332 -0.414
C -5.906 -4.049 0.415
C -5.885 -2.862 1.134
C -4.824 -1.980 1.029
P -0.628 -0.020 1.382
C -0.852 0.770 3.024
C -1.265 2.102 3.013
C -1.503 2.777 4.200
C -1.305 2.137 5.417
C -0.881 0.816 5.439
C -0.662 0.134 4.248
C 0.172 -1.629 1.747
C -0.452 -2.747 2.303
C 0.240 -3.941 2.446
C 1.564 -4.032 2.031
C 2.191 -2.933 1.466
C 1.496 -1.739 1.319
H -2.741 -1.009 2.156
H -2.969 0.442 1.191
H -2.201 -2.039 -1.777
H -0.853 -2.071 -0.655
H -4.019 0.144 -1.406
H -5.509 1.976 -0.780
H -4.608 4.266 -0.461
H -2.188 4.685 -0.805
H -0.695 2.840 -1.441
H 0.220 -1.604 -3.890
H -0.474 -2.495 -6.067
H -2.652 -1.827 -7.057
H -4.110 -0.246 -5.824
H -3.428 0.623 -3.649
H -2.925 -3.746 -1.157
H -4.810 -5.256 -0.980
H -6.739 -4.736 0.499
H -6.716 -2.607 1.783
H -4.856 -1.048 1.577
H -1.367 2.614 2.061
H -1.815 3.815 4.176
H -1.469 2.671 6.346
H -0.714 0.314 6.385
H -0.329 -0.897 4.271
H -1.491 -2.705 2.608
H -0.262 -4.806 2.862
H 2.098 -4.970 2.127
H 3.209 -2.999 1.103
H 1.976 -0.898 0.828
I 0.596 2.188 -4.218
*
```